(1)
The following is a DFT calculation (wB97M-V/def2-TZVPD) of a molecular structure, C6H7NO.

XYZ file:
```
15
Properties=species:S:1:pos:R:3:nbo_charge:R:1
C 1.25252 -1.03613 0.29948 -0.017
C -1.55536 -1.12193 0.38677 -0.074
C -1.61791 1.07127 -0.05724 0.203
C 1.24387 1.13965 -0.12994 -0.256
C -0.16488 0.79989 0.44695 -0.325
C -0.18543 -0.67479 -0.03417 -0.342
H 2.87524 -0.23083 -0.10717 0.419
H 1.66826 -2.00413 -0.46833 0.169
H -2.07062 -1.98513 -0.54448 0.127
H -2.34174 1.97742 -0.05110 0.199
H 1.90218 2.02034 -0.29408 0.222
H -0.31243 0.87330 1.54800 0.214
H -0.18088 -0.74181 -1.07446 0.205
N 1.80911 -0.05137 0.11014 -0.402
O -2.32194 -0.03576 -0.03036 -0.342
```

Properties
**Kohn-Sham gap**: 7.50 eV
**Lowest unoccupied orbital energy**: 0.0057 Eh
**ΔE to the lowest compared entry with this formula, charge and spin**: 970.9 kJ/mol
**HOMO level**: -7.347 eV



(2)
The following is a DFT calculation (wB97M-V/def2-TZVPD) of a molecular structure, C19H51FeN15O13.

XYZ file:
```
99
Properties=species:S:1:pos:R:3:mulliken_charge:R:1
Fe 17.47654 -17.35717 -6.50781 0.718
O 19.68551 -17.43914 -6.02689 -0.765
C 19.54388 -18.20525 -4.79394 -0.392
C 18.28391 -19.21088 -4.59641 0.241
O 16.98396 -18.66448 -4.87632 -0.322
H 19.68547 -17.48407 -3.98898 0.511
H 20.47772 -18.74453 -4.95269 0.401
H 18.34066 -19.61327 -3.58499 0.419
H 18.30057 -20.12538 -5.18930 -0.434
C 17.67164 -17.47602 -9.06854 1.075
O 17.08335 -18.31470 -8.39473 -0.732
O 17.89993 -17.69033 -10.19814 -0.696
O 18.12414 -16.61800 -8.30024 -0.502
C 19.10877 -27.27001 -0.97962 -1.709
C 19.01349 -25.69734 -0.71320 1.156
C 20.58117 -25.22751 -0.60616 -1.278
C 20.83854 -23.60733 -0.71964 -0.813
C 20.10649 -23.08587 -1.94800 -1.325
C 18.57685 -23.32067 -1.96294 2.235
N 18.33014 -24.85857 -1.78598 0.274
O 17.14418 -25.28258 -1.91544 -0.506
C 17.93345 -22.38428 -0.86218 -1.763
C 17.99885 -23.02470 -3.37794 -2.387
C 18.33779 -25.59858 0.65458 -1.482
H 19.64456 -27.55094 -1.88632 0.388
H 18.09501 -27.66145 -0.89499 0.401
H 19.58544 -27.82167 -0.16934 0.385
H 21.28264 -25.64723 0.11487 0.456
H 21.03535 -25.54687 -1.54415 0.368
H 21.91591 -23.44341 -0.69712 0.465
H 20.59915 -23.11130 0.22096 0.362
H 20.55439 -23.69905 -2.72998 0.427
H 20.40994 -22.08838 -2.26583 0.497
H 18.01250 -21.30609 -1.00138 0.332
H 16.85276 -22.50306 -0.78409 0.471
H 18.28399 -22.63505 0.13899 0.287
H 18.26604 -22.01527 -3.69060 0.228
H 18.31597 -23.82669 -4.04453 0.521
H 16.94026 -23.24624 -3.51362 0.669
H 18.95544 -25.81069 1.52729 0.423
H 17.32610 -25.99455 0.74291 0.337
H 18.32352 -24.58073 1.04430 0.269
H 17.10140 -25.37551 -2.86997 0.391
C 21.47283 -14.03615 -4.64006 0.581
O 22.11541 -14.21492 -5.63303 -0.575
N 21.41908 -12.90916 -3.99797 -0.367
N 20.55651 -14.84446 -4.17306 -0.141
H 22.02107 -12.10069 -4.06194 0.222
H 20.71150 -12.92162 -3.27737 0.083
H 20.21197 -15.63315 -4.70161 0.076
H 20.14625 -14.59855 -3.28350 0.146
C 21.49529 -20.26729 -7.77236 0.448
O 22.05019 -19.23924 -8.07367 -0.627
N 21.20099 -21.24505 -8.46392 -0.356
N 20.95331 -20.48912 -6.55928 -0.328
H 20.96455 -22.16892 -8.13127 0.213
H 21.58385 -21.08941 -9.38550 0.286
H 20.97884 -19.75059 -5.87079 -0.250
H 20.17634 -21.13263 -6.51108 0.196
C 17.45861 -22.19844 -8.39174 0.563
O 17.66335 -23.39688 -8.63769 -0.809
N 18.00307 -21.22690 -8.97798 -0.140
N 16.90557 -21.93558 -7.20770 -0.041
H 18.75238 -21.54487 -9.57592 0.233
H 17.76602 -20.38310 -8.47607 0.049
H 16.65564 -21.01991 -6.86246 -0.023
H 16.46730 -22.69188 -6.70171 0.150
C 23.81044 -17.14159 -5.33653 0.696
O 23.34904 -16.75162 -6.41662 -0.580
N 23.62316 -18.36077 -5.00183 -0.372
N 24.41416 -16.45020 -4.36896 -0.413
H 23.29659 -19.10930 -5.59611 0.160
H 23.84766 -18.52515 -4.03091 0.098
H 24.63318 -17.02925 -3.57094 0.128
H 24.41846 -15.44115 -4.41258 0.272
C 14.11255 -21.06120 -5.31917 0.561
O 13.23111 -21.90712 -5.48853 -0.756
N 14.36183 -19.85413 -5.79502 -0.059
N 15.12189 -21.21133 -4.52481 0.281
H 13.64704 -19.44348 -6.37858 0.154
H 15.26613 -19.44633 -5.60520 0.015
H 15.55700 -20.31062 -4.38516 -0.256
H 15.56044 -22.05473 -4.18356 -0.062
C 17.35812 -14.16246 -5.87198 0.314
O 17.57159 -15.38510 -5.71723 -0.423
N 17.50208 -13.61610 -7.02055 -0.331
N 16.96064 -13.23085 -5.09299 -0.387
H 17.10959 -12.68566 -7.03831 0.127
H 17.42058 -14.10900 -7.89834 0.264
H 17.18526 -12.32538 -5.47998 0.174
H 17.07410 -13.38981 -4.10205 0.277
C 13.89612 -17.57654 -2.28610 0.516
O 14.15970 -16.36389 -2.28546 -0.708
N 14.41466 -18.46171 -3.11100 -0.080
N 13.00244 -18.13669 -1.56526 -0.369
H 15.34631 -18.27943 -3.45584 -0.024
H 13.79799 -19.13193 -3.54759 0.194
H 12.56483 -17.65907 -0.79036 0.229
H 12.85313 -19.13516 -1.59474 0.168
```

Properties
**Net charge**: -1
**Kohn-Sham gap (spin up / spin down)**: 7.45 / 7.23 eV
**Lowest unoccupied orbital energy (spin up / spin down)**: 0.0673 / 0.0583 Eh
**HOMO level (spin up / spin down)**: -5.618 / -5.649 eV
**Spin multiplicity**: 6



(3)
The following is a DFT calculation (wB97M-V/def2-TZVPD) of 2 unconnected molecules or ions with the total composition C6H13O2.

XYZ file:
```
21
Properties=species:S:1:pos:R:3:nbo_charge:R:1
C -0.48957 -3.08802 -0.58025 -0.005
O -1.56380 -3.89754 -0.52490 -0.959
C -0.77701 -1.67595 -0.08981 -0.406
C 0.45643 -0.75659 -0.01962 -0.458
C 0.15905 0.56040 0.64663 -0.149
C -0.76215 1.42998 0.25953 -0.226
C -1.19735 2.64034 1.05189 -0.640
H -0.05414 -3.01272 -1.60787 0.062
H 0.35331 -3.42657 0.07936 0.052
H -1.54549 -1.22362 -0.72504 0.175
H -1.21258 -1.79972 0.91260 0.185
H 1.22058 -1.29613 0.52885 0.197
H 0.85064 -0.61235 -1.02815 0.199
H 0.71415 0.76376 1.56141 0.171
H -1.34195 1.23017 -0.63459 0.192
H -1.02716 2.48393 2.11232 0.204
H -2.28329 2.74685 1.00915 0.208
H -0.66493 3.55201 0.76782 0.198
H 3.14878 3.20426 0.12981 0.471
H 2.67833 3.44575 -1.28552 0.472
O 3.45580 3.56496 -0.71075 -0.943
```

Properties
**Net charge**: -1
**Kohn-Sham gap**: 5.07 eV
**Lowest unoccupied orbital energy**: 0.1071 Eh
**ΔE to the lowest compared entry with this formula, charge and spin**: 299.8 kJ/mol
**HOMO level**: -2.160 eV



(4)
The following is a DFT calculation (wB97M-V/def2-TZVPD) of a molecular structure, C24H18Cl2N3O3SY.

XYZ file:
```
52
Properties=species:S:1:pos:R:3:nbo_charge:R:1
Y 1.40103 1.51257 0.18506 2.035
S 1.90141 -0.72969 -3.95990 0.400
C 0.26355 -0.25277 -3.93643 -0.414
C -0.01781 0.49839 -2.83809 -0.246
C 1.09930 0.72080 -1.95353 -0.603
C 2.20690 0.08934 -2.46307 -0.288
C 3.54345 0.07016 -1.83127 0.219
C 4.66413 -0.53519 -2.39972 -0.250
C 5.87312 -0.49717 -1.72862 -0.134
C 5.95448 0.14418 -0.50012 -0.275
C 4.80684 0.72049 0.00260 0.072
N 3.63228 0.68535 -0.63575 -0.550
H -0.40041 -0.55196 -4.74007 0.241
H -1.01605 0.88505 -2.65592 0.218
H 4.58035 -1.02630 -3.36266 0.228
H 6.75161 -0.96308 -2.16329 0.223
H 6.88241 0.20034 0.05667 0.229
H 4.79987 1.23523 0.95562 0.233
N -0.05941 -5.47346 3.38643 -0.264
C 0.26760 -4.48853 2.89002 0.262
C 0.67686 -3.24333 2.26581 -0.105
C 0.53588 -3.06810 0.89772 -0.198
C 0.92839 -1.86320 0.34969 0.065
N 1.44058 -0.86815 1.08088 -0.498
C 1.57103 -1.04494 2.40043 0.080
C 1.20675 -2.21767 3.03175 -0.208
H 0.12372 -3.84829 0.27387 0.242
H 0.82757 -1.67630 -0.71280 0.232
H 1.97349 -0.21195 2.95732 0.241
H 1.32609 -2.32405 4.10041 0.242
Cl 2.66330 2.30002 2.17981 -0.671
C -4.78577 -0.20978 1.97938 -0.628
C -4.37093 0.34887 0.64502 -0.052
C -4.77956 -0.22476 -0.54744 -0.217
C -4.36118 0.29288 -1.76639 -0.055
Cl -4.87793 -0.47381 -3.24584 -0.013
C -3.54003 1.39822 -1.81519 -0.217
C -3.12398 1.99503 -0.62531 -0.319
C -3.53731 1.46848 0.58831 0.371
O -3.16003 1.96253 1.80196 -0.490
C -2.13869 2.93204 1.79798 -0.174
C -0.87684 2.41569 1.14460 0.764
O -0.57418 1.18597 1.26283 -0.764
O -0.15047 3.21932 0.48640 -0.752
H -5.39668 -1.10208 1.85071 0.214
H -5.35712 0.52354 2.55158 0.226
H -3.91228 -0.46452 2.58137 0.229
H -5.42328 -1.09806 -0.52959 0.225
H -3.21791 1.79799 -2.76914 0.228
H -2.46562 2.85756 -0.67528 0.233
H -1.92035 3.14235 2.84116 0.231
H -2.43818 3.85477 1.31003 0.201
```

Properties
**Kohn-Sham gap**: 7.75 eV
**Lowest unoccupied orbital energy**: -0.0279 Eh
**ΔE to the lowest compared entry with this formula, charge and spin**: 45.9 kJ/mol
**HOMO level**: -8.505 eV



(5)
The following is a DFT calculation (wB97M-V/def2-TZVPD) of a molecular structure, C23H24HfN5O6S.

XYZ file:
```
60
Properties=species:S:1:pos:R:3:nbo_charge:R:1
Hf -0.37674 -0.27029 0.00738 2.393
O -5.09099 -3.36105 -1.91204 -0.418
C -4.08908 -2.71983 -1.83674 0.400
C -3.96743 -1.19757 -1.70177 0.413
O -4.68796 -0.35253 -2.17686 -0.516
C -2.69594 -1.00698 -0.99765 0.155
C -1.88828 -2.12074 -1.15094 0.232
O -0.61196 -2.10001 -0.85429 -0.831
C -2.65217 -3.25034 -1.71551 0.408
O -2.24198 -4.32948 -2.04326 -0.472
O -2.24587 0.12043 -0.42551 -0.819
C -0.75611 1.01802 2.99419 -0.635
C -0.22132 1.96500 1.96220 0.110
C -0.05076 3.30500 2.11670 -0.262
C 0.52496 3.80213 0.91828 -0.279
C 0.68652 2.75178 0.06658 0.139
C 1.29418 2.83227 -1.29936 -0.630
N 0.21689 1.56879 0.67581 -0.864
H -0.98332 1.59020 3.89164 0.248
H -0.02501 0.25747 3.27788 0.201
H -1.67850 0.52753 2.68416 0.226
H -0.29877 3.88013 2.99470 0.226
H 0.80091 4.82592 0.72115 0.227
H 1.87194 3.75356 -1.36264 0.237
H 0.54104 2.86331 -2.08690 0.217
H 1.96302 1.99842 -1.51109 0.199
C 2.25596 -4.97441 2.49799 -0.427
N 1.02581 -4.21100 2.56551 -0.143
N 0.80769 -3.07753 1.83128 -0.229
C -0.41524 -2.55420 2.16682 0.602
O -0.86901 -1.48788 1.63127 -0.798
C -0.94613 -3.38452 3.16117 -0.374
C -0.02665 -4.39013 3.38296 0.278
C -0.05904 -5.49723 4.37060 -0.662
C 1.59263 -2.56990 0.76712 0.217
C 1.85398 -3.31333 -0.37485 -0.176
C 2.44064 -2.69266 -1.46468 -0.155
C 2.75434 -1.34014 -1.42168 -0.162
C 2.53875 -0.60619 -0.26008 -0.221
C 1.95827 -1.22286 0.85106 -0.370
H 2.96626 -4.45295 1.86324 0.239
H 2.07636 -5.96697 2.08491 0.230
H 2.68524 -5.07792 3.49347 0.234
H -1.90018 -3.26472 3.64347 0.262
H -1.02637 -5.52375 4.86330 0.257
H 0.71238 -5.34881 5.12899 0.246
H 0.12004 -6.46151 3.89371 0.245
H 1.55715 -4.35277 -0.42518 0.245
H 2.63106 -3.26090 -2.36455 0.245
H 3.19251 -0.86271 -2.28774 0.247
H 2.89335 0.41293 -0.17827 0.265
H 1.89685 -0.70774 1.80429 0.277
N -1.56674 0.17383 -4.71021 -0.755
C -1.37107 0.64337 -3.47829 0.373
N -2.22819 1.52884 -2.99459 -0.739
S 0.03353 0.12576 -2.64522 -0.252
H -2.32712 0.50177 -5.28340 0.413
H -0.87440 -0.42644 -5.12123 0.429
H -3.12911 1.65351 -3.43371 0.418
H -2.19490 1.76955 -2.01839 0.437
```

Properties
**Net charge**: +1
**Kohn-Sham gap**: 6.82 eV
**Lowest unoccupied orbital energy**: -0.1230 Eh
**HOMO level**: -10.171 eV



(6)
The following is a DFT calculation (wB97M-V/def2-TZVPD) of a molecular structure, C20H42O5P4Ti.

XYZ file:
```
72
Properties=species:S:1:pos:R:3:mulliken_charge:R:1
P -1.49861 -2.01644 -0.67970 1.314
C -1.54216 -3.30896 0.62725 -1.008
H -2.07684 -4.20279 0.28883 0.688
H -2.04007 -2.92715 1.51554 0.172
H -0.53943 -3.61055 0.93135 0.411
C -3.25195 -1.57049 -0.85451 -1.348
H -3.45425 -1.02280 -1.77770 0.557
H -3.57204 -0.91295 -0.03847 0.133
H -3.87639 -2.47275 -0.86721 0.538
C -1.18135 -3.06359 -2.15157 -1.186
H -1.97775 -3.81699 -2.23528 0.498
H -0.21197 -3.57664 -2.09245 0.435
H -1.15714 -2.49211 -3.08636 0.298
P 2.55881 -0.01422 -1.77536 1.287
C 3.92004 -0.90093 -0.93701 -0.993
H 4.86563 -0.78726 -1.47841 0.493
H 3.69943 -1.96471 -0.83758 0.484
H 4.07631 -0.53956 0.08119 0.386
C 2.53269 -0.75402 -3.43677 -1.328
H 1.91583 -0.19003 -4.13892 0.448
H 2.12724 -1.77041 -3.44866 0.369
H 3.55312 -0.76258 -3.83631 0.525
C 3.25511 1.63155 -2.09742 -1.374
H 4.14255 1.50843 -2.73175 0.517
H 3.53971 2.16053 -1.18257 0.442
H 2.55456 2.29260 -2.61597 0.325
P -0.41119 2.40292 0.93896 1.088
C 0.20082 2.58107 2.65755 -0.974
H -0.13905 3.52650 3.09879 0.604
H 1.29404 2.55934 2.68812 0.505
H -0.13781 1.76873 3.32539 0.307
C 0.03985 3.99234 0.16788 -1.227
H -0.23850 4.80620 0.84816 0.542
H -0.48208 4.14716 -0.78004 0.413
H 1.10816 4.05963 -0.06532 0.369
C -2.20654 2.53397 1.10542 -1.053
H -2.43328 3.52195 1.52985 0.604
H -2.63352 1.73617 1.72262 -0.041
H -2.70276 2.46783 0.13295 0.304
Ti 0.13239 0.40545 -1.05109 0.655
C 0.91470 -1.54755 -0.40800 0.327
O 1.51425 -2.53676 -0.12063 -0.320
C 1.61659 1.13553 0.42714 0.399
O 2.56421 1.53635 1.02348 -0.299
C -0.24618 2.43839 -2.49886 -0.650
C -1.53062 2.23413 -1.94404 -1.632
C -2.22784 1.01532 -2.18547 -0.622
C -1.63169 0.01237 -2.97496 -1.960
C -0.35587 0.20590 -3.53789 -0.465
C 0.35404 1.41822 -3.28892 -1.742
H 0.18093 3.44281 -2.50827 0.737
H -2.05920 3.07815 -1.49926 1.376
H -3.27533 0.93681 -1.90611 0.742
H -2.22522 -0.84595 -3.29270 1.342
H 0.00103 -0.47482 -4.30791 0.759
H 1.23438 1.65676 -3.88427 1.233
C 2.48403 -0.63451 3.54801 -0.824
O 1.64211 -0.93406 2.37949 -0.364
P -0.00096 -0.42081 2.53532 0.522
O -0.25120 -1.17055 3.97022 -0.323
C -0.21461 -2.60949 4.17972 -0.602
O -1.77447 -0.75878 1.96120 -0.537
C -2.80256 -0.55899 2.95995 -1.202
H 3.53731 -0.57422 3.25490 0.301
H 2.32868 -1.45347 4.26039 0.291
H 2.26660 0.34483 4.00770 0.369
H -0.47768 -3.17755 3.27434 0.215
H 0.79758 -2.80308 4.53734 0.305
H -0.91425 -2.87229 4.97007 0.287
H -2.97838 -1.50566 3.48361 0.315
H -2.51138 0.21510 3.68057 0.427
H -3.71059 -0.21654 2.44041 0.414
```

Properties
**Net charge**: +4
**Kohn-Sham gap (spin up / spin down)**: 6.14 / 4.93 eV
**Lowest unoccupied orbital energy (spin up / spin down)**: -0.5475 / -0.5703 Eh
**ΔE to the lowest compared entry with this formula, charge and spin**: 0.0 kJ/mol
**HOMO level (spin up / spin down)**: -21.041 / -20.451 eV



(7)
The following is a DFT calculation (wB97M-V/def2-TZVPD) of a single C5H5NO molecule.

XYZ file:
```
12
Properties=species:S:1:pos:R:3:nbo_charge:R:1
O 0.86587 0.28153 0.47171 -0.522
C 0.45999 0.65821 -0.77112 0.299
C 2.10043 -0.19164 0.53732 0.314
C 3.18318 -0.69205 0.64360 -0.321
C -0.99442 0.81955 -0.71464 -0.278
C -1.67591 -0.46409 -0.30002 -0.192
N -1.83156 0.72715 0.48568 -0.551
H 4.14416 -1.15050 0.67932 0.246
H -1.44191 1.36951 -1.53696 0.226
H -1.03146 -1.25893 0.06835 0.204
H -2.53721 -0.78813 -0.87593 0.211
H -1.24117 0.68939 1.31268 0.365
```

Properties
**Kohn-Sham gap**: 9.40 eV
**Lowest unoccupied orbital energy**: 0.0038 Eh
**ΔE to the lowest compared entry with this formula, charge and spin**: 616.9 kJ/mol
**HOMO level**: -9.296 eV



(8)
The following is a DFT calculation (wB97M-V/def2-TZVPD) of a single C3H5NO molecule.

XYZ file:
```
10
Properties=species:S:1:pos:R:3:nbo_charge:R:1
O -0.28601 0.65316 2.09395 -0.501
C -0.09373 0.36997 0.93827 0.591
C 1.06698 -0.14224 0.11580 -0.345
N 0.19111 -0.11875 -1.06723 -0.611
C -1.03048 0.23584 -0.26710 -0.347
H 1.94963 0.51297 0.06808 0.215
H 1.41004 -1.12453 0.43936 0.210
H 0.11076 -1.02278 -1.53804 0.362
H -1.80418 -0.54471 -0.17425 0.210
H -1.51412 1.18107 -0.60885 0.216
```

Properties
**SMILES**: O=C1CNC1
**Kohn-Sham gap**: 10.49 eV
**Lowest unoccupied orbital energy**: 0.0320 Eh
**ΔE to the lowest compared entry with this formula, charge and spin**: 127.0 kJ/mol
**HOMO level**: -9.614 eV